Model i:
The following is a quantum chemistry calculation of a 3-piece molecular cluster, CH10NO2 overall, from OMol25.

**Gap between HOMO and LUMO**: 0.4723 Ha
**Highest occupied orbital energy**: -0.59342 hartree
**LUMO**: -3.30 eV
**Spin multiplicity**: 1
**Total charge**: +1

Each line ends with the Löwdin charge.
Atoms and positions in Å:
O (-0.681, -2.435, 0.386)  -0.0378
O (-1.774, 1.847, -0.086)  -0.0375
N (0.479, 0.257, 0.190)  0.1226
C (1.899, 0.337, -0.416)  0.0261
H (2.400, -0.466, 0.113)  0.1021
H (-0.574, -3.386, 0.189)  0.0859
H (2.164, 1.379, -0.258)  0.0993
H (1.895, 0.129, -1.482)  0.0969
H (0.234, -0.738, 0.124)  0.0921
H (-1.508, -2.191, 0.006)  0.0382
H (0.560, 0.543, 1.160)  0.1547
H (-2.602, 1.887, -0.578)  0.0781
H (-2.156, 2.019, 0.788)  0.0788
H (-0.337, 0.819, -0.137)  0.1003

Model ii:
The following is a quantum chemistry calculation of a 3-piece molecular cluster, CH10NO2 overall, from OMol25.

**Gap between HOMO and LUMO**: 0.4419 Ha
**Highest occupied orbital energy**: -0.56575 hartree
**LUMO**: -3.37 eV
**Spin multiplicity**: 1
**Total charge**: +1

Each line ends with the Löwdin charge.
Atoms and positions in Å:
O (-1.766, 0.665, 2.286)  -0.0568
O (1.711, 0.743, 1.019)  -0.0354
N (-0.131, -0.365, -0.748)  0.1323
C (0.236, -0.532, -2.166)  -0.0276
H (1.366, 1.101, 1.857)  0.0840
H (2.537, 0.327, 1.280)  0.0736
H (-1.770, -0.081, 2.894)  0.0434
H (1.110, 0.090, -2.335)  0.1054
H (0.596, 0.136, -0.199)  0.0924
H (-1.035, 0.094, -0.609)  0.1665
H (-2.641, 1.046, 2.326)  0.0400
H (-0.556, -0.344, -2.906)  0.1123
H (0.430, -1.573, -2.374)  0.0955
H (-0.085, -1.306, -0.327)  0.1744

Result of the stability comparison: model i is the most stable of them.

Model i:
The following is a quantum chemistry calculation of a 3-piece molecular cluster, C3H14N2O2 overall, from OMol25.

**Gap between HOMO and LUMO**: 0.3629 Ha
**Highest occupied orbital energy**: -0.33087 hartree
**LUMO**: 0.87 eV
**Spin multiplicity**: 1
**Total charge**: 0

Each line ends with the Löwdin charge.
Atoms and positions in Å:
O (0.741, -1.821, 2.026)  -0.0888
O (-1.514, -0.121, 1.868)  -0.0766
N (-0.153, 2.909, -0.492)  -0.0115
N (1.125, -1.835, -0.737)  -0.0223
C (0.469, 0.555, -0.571)  -0.2098
C (0.077, -0.824, -1.071)  -0.2687
C (-0.618, 1.583, -0.893)  -0.3046
H (-0.831, 1.624, -1.956)  0.1088
H (-0.090, 2.931, 0.517)  0.0632
H (0.624, -2.712, 2.375)  0.0506
H (-0.787, 3.624, -0.812)  0.0567
H (-1.605, 0.198, 2.770)  0.0380
H (1.395, 0.902, -1.034)  0.1146
H (0.963, -2.628, -1.354)  0.0808
H (0.976, -1.953, 1.076)  -0.0006
H (2.004, -1.480, -1.112)  0.0828
H (-0.807, -1.141, -0.537)  0.1016
H (-0.181, -0.847, -2.130)  0.1107
H (-0.787, -0.771, 1.914)  -0.0123
H (0.521, 0.506, 0.515)  0.0932
H (-1.520, 1.301, -0.361)  0.0941

Model ii:
The following is a quantum chemistry calculation of a 3-piece molecular cluster, C3H14N2O2 overall, from OMol25.

**Gap between HOMO and LUMO**: 0.3693 Ha
**Highest occupied orbital energy**: -0.33954 hartree
**LUMO**: 0.81 eV
**Spin multiplicity**: 1
**Total charge**: 0

Each line ends with the Löwdin charge.
Atoms and positions in Å:
O (-1.611, 1.865, 2.367)  -0.0830
O (-0.967, 1.941, -0.452)  -0.0893
N (-0.901, -2.546, -1.590)  -0.0133
N (1.698, 1.112, 0.246)  -0.0186
C (-0.304, -1.873, -0.436)  -0.3007
C (1.555, -0.354, 0.449)  -0.2503
C (0.928, -1.040, -0.777)  -0.2057
H (-0.802, 2.891, -0.477)  0.0507
H (-0.202, -2.824, -2.267)  0.0568
H (-1.072, -1.244, 0.023)  0.1134
H (2.564, 1.305, -0.240)  0.0814
H (-0.075, 1.538, -0.348)  -0.0069
H (1.646, -1.729, -1.233)  0.1044
H (0.713, -0.244, -1.497)  0.1040
H (-1.338, 1.963, 1.439)  -0.0228
H (0.885, -0.466, 1.299)  0.1123
H (2.503, -0.787, 0.670)  0.0936
H (-2.541, 1.638, 2.296)  0.0279
H (-1.507, -1.908, -2.093)  0.0628
H (1.753, 1.527, 1.165)  0.0795
H (-0.056, -2.615, 0.312)  0.1039

Model iii:
The following is a quantum chemistry calculation of a 3-piece molecular cluster, C3H14N2O2 overall, from OMol25.

**Gap between HOMO and LUMO**: 0.3602 Ha
**Highest occupied orbital energy**: -0.33617 hartree
**LUMO**: 0.65 eV
**Spin multiplicity**: 1
**Total charge**: 0

Each line ends with the Löwdin charge.
Atoms and positions in Å:
O (0.681, -3.277, -0.918)  -0.0790
O (1.122, 3.518, -0.967)  -0.0623
N (-0.476, -0.447, 0.453)  -0.0904
N (-0.569, -0.210, -2.018)  0.0137
C (-0.093, -0.501, 2.884)  -0.1002
C (-0.365, 0.440, -0.715)  -0.3281
C (-0.488, 0.343, 1.690)  -0.3016
H (-1.084, -1.081, -1.895)  0.0577
H (-0.252, 0.029, 3.820)  0.0660
H (0.582, 0.955, -0.624)  0.0899
H (-1.247, 0.399, -2.461)  0.0566
H (0.696, 4.376, -1.086)  0.0386
H (0.219, 1.163, 1.571)  0.1099
H (-1.152, 1.198, -0.597)  0.1070
H (0.219, -2.578, -0.426)  -0.0084
H (1.564, -2.889, -0.954)  0.0352
H (-1.451, 0.835, 1.857)  0.1106
H (1.149, 3.098, -1.833)  0.0343
H (0.960, -0.773, 2.869)  0.0710
H (-1.360, -0.944, 0.425)  0.1084
H (-0.687, -1.417, 2.949)  0.0712

Result of the stability comparison: model i is the most stable of them.

Model i:
The following is a quantum chemistry calculation of a 2-piece molecular cluster, C3H2O2S overall, from OMol25.

**Gap between HOMO and LUMO**: 0.3697 Ha
**Highest occupied orbital energy**: -0.35018 hartree
**LUMO**: 0.53 eV
**Spin multiplicity**: 1
**Total charge**: 0

Each line ends with the Löwdin charge.
Atoms and positions in Å:
S (-0.594, -0.413, 3.026)  0.7486
O (1.431, 1.166, 2.081)  0.1174
O (2.078, -1.813, 0.113)  0.1817
C (0.624, 0.396, 2.380)  -0.8545
C (0.165, -0.381, -0.090)  -0.0461
C (1.156, -1.105, 0.019)  -0.3340
H (0.253, 0.599, -0.377)  0.0717
H (-0.690, -1.055, -0.182)  0.1153

Model ii:
The following is a quantum chemistry calculation of a single C3H2O2S molecule, from OMol25.

**Gap between HOMO and LUMO**: 0.2800 Ha
**Highest occupied orbital energy**: -0.35994 hartree
**LUMO**: -2.17 eV
**Spin multiplicity**: 1
**Total charge**: 0

Each line ends with the Löwdin charge.
Atoms and positions in Å:
S (-2.131, -0.006, -0.004)  0.8444
O (1.370, -1.442, -0.259)  0.0845
O (1.360, 1.446, 0.251)  0.0885
C (-0.519, 0.002, -0.003)  -0.6828
C (0.256, -1.288, 0.191)  -0.2738
C (0.248, 1.284, -0.192)  -0.2843
H (-0.298, 2.090, -0.699)  0.1125
H (-0.286, -2.084, 0.714)  0.1109

Result of the stability comparison: model i is the most stable of them.

Model i:
The following is a quantum chemistry calculation of a single C4H2Cl2 molecule, from OMol25.

**Gap between HOMO and LUMO**: 0.3728 Ha
**Highest occupied orbital energy**: -0.34934 hartree
**LUMO**: 0.64 eV
**Spin multiplicity**: 1
**Total charge**: 0

Each line ends with the Löwdin charge.
Atoms and positions in Å:
Cl (-1.394, 2.678, 0.424)  0.5527
Cl (-1.330, -0.067, 1.632)  0.6914
C (-0.310, 0.274, 0.339)  -0.7843
C (0.560, -1.026, -0.228)  -0.0994
C (0.995, -2.152, -0.367)  0.0546
C (-0.260, 1.501, -0.238)  -0.5425
H (0.332, 1.976, -1.014)  0.0694
H (1.407, -3.185, -0.549)  0.0582

Model ii:
The following is a quantum chemistry calculation of a single C4H2Cl2 molecule, from OMol25.

**Gap between HOMO and LUMO**: 0.2981 Ha
**Highest occupied orbital energy**: -0.31792 hartree
**LUMO**: -0.54 eV
**Spin multiplicity**: 1
**Total charge**: 0

Each line ends with the Löwdin charge.
Atoms and positions in Å:
Cl (0.873, -1.144, 2.377)  0.5523
Cl (0.651, -1.291, -2.523)  0.7238
C (-0.398, 0.391, -0.634)  -0.0850
C (-0.129, 0.319, 0.556)  -0.1891
C (-0.114, 0.237, 1.890)  -0.5003
C (0.009, 0.053, -1.863)  -0.6628
H (-0.297, 0.970, 2.831)  0.1256
H (-0.594, 0.465, -2.634)  0.0354

Result of the stability comparison: model i is the most stable of them.